--- A ---
Molecular formula: C4H13N2O2
Method: DFT, the ωB97M-V functional and the def2-TZVPD basis

Output
Lowest unoccupied orbital energy, eV: -2.97
Total charge: +1

Geometry (Å):
C: 1.93213 0.66295 -1.07272
C: 0.99866 1.07211 1.28627
C: -2.84718 0.00579 -0.03468
C: 0.63938 -0.97571 0.24863
N: 0.81875 -1.88669 -0.71500
N: 1.23640 0.18465 0.12869
O: -0.27566 -1.25099 1.15932
O: -1.56237 0.57450 -0.15282
H: 1.27654 0.61351 -1.87218
H: 2.43284 1.53531 -0.96837
H: 2.71059 0.00417 -1.21075
H: 1.64378 2.01699 1.13306
H: 0.03378 1.51256 1.40099
H: 1.13681 0.66198 2.30979
H: -2.68614 -0.86736 0.47960
H: -3.45298 -0.26854 -1.00783
H: -3.35413 0.78476 0.47823
H: 1.38133 -1.82765 -1.49138
H: 0.04063 -2.58323 -0.69500
H: -1.40282 0.58595 -1.08654
H: -0.70036 -0.55506 1.68271

Atomic partial charges in e from the natural (NBO) method, atoms 1 to 5: number 1, C, carries -0.396; number 2, C, carries -0.463; number 3, C, carries -0.261; number 4, C, carries 0.833; number 5, N, carries -0.773

--- B ---
Molecular formula: C4H13N2O2
Method: DFT, the ωB97M-V functional and the def2-TZVPD basis

Output
Lowest unoccupied orbital energy, eV: -2.87
Total charge: +1

Geometry (Å):
N: -1.61332 -0.21536 0.18397
C: -0.32814 0.50526 0.54944
C: 0.65278 -0.45449 1.23324
C: 0.05220 -1.34702 2.30283
O: -1.06673 -1.78575 2.25205
C: 0.15453 1.11461 -0.76455
N: -0.95470 1.85534 -1.36624
H: -2.13950 -0.63247 0.95333
H: -1.41012 -0.94897 -0.49421
H: -2.22163 0.47174 -0.26901
H: -0.63904 1.21898 1.31194
H: 1.20301 -1.05986 0.53791
H: 1.40533 0.19680 1.67681
H: 0.72937 -1.64089 3.11655
H: 1.03586 1.70298 -0.48251
H: 0.58486 0.34630 -1.42259
H: -0.77357 1.92156 -2.36210
H: -0.98660 2.81526 -1.04043
H: 2.73012 -0.90754 -1.76068
H: 1.78592 -1.98609 -2.33616
O: 1.79938 -1.17038 -1.81958

Atomic partial charges in e from the natural (NBO) method, atoms 1 to 5: number 1, N, carries -0.691; number 2, C, carries -0.027; number 3, C, carries -0.558; number 4, C, carries 0.461; number 5, O, carries -0.540

--- C ---
Molecular formula: C4H13N2O2
Method: DFT, the ωB97M-V functional and the def2-TZVPD basis

Output
SMILES string: CNO[N+](C)(C)OC
Lowest unoccupied orbital energy, eV: -3.47
Total charge: +1

Geometry (Å):
C: 0.49775 0.40743 -2.80984
C: 0.23307 1.04835 1.60732
C: -1.49827 0.68593 0.08685
C: 0.36201 -1.91140 1.68163
N: 0.70543 -0.46212 -1.69018
N: -0.34518 0.05471 0.64600
O: -0.69993 -1.15369 1.08813
O: 0.85035 -0.17121 -0.41410
H: -0.29529 0.07401 -3.41580
H: 0.31907 1.43979 -2.41433
H: 1.38035 0.37588 -3.50247
H: -0.42131 1.93751 1.56485
H: 0.00084 0.63225 2.48496
H: 1.32168 1.28297 1.44324
H: -1.86000 -0.11819 -0.62541
H: -2.29108 0.98846 0.71190
H: -1.15797 1.60723 -0.41447
H: 0.74109 -2.82808 1.18853
H: -0.20946 -2.23131 2.67640
H: 1.17358 -1.21241 2.04758
H: 0.36872 -1.42289 -1.75976

Atomic partial charges in e from the natural (NBO) method, atoms 1 to 5: number 1, C, carries -0.450; number 2, C, carries -0.438; number 3, C, carries -0.443; number 4, C, carries -0.309; number 5, N, carries -0.218

Stability comparison, relative energies in eV: A 1.506; B 0.000; C 7.045

--- A ---
Molecular formula: C2H3Cl2O2P
Method: DFT, the ωB97M-V functional and the def2-TZVPD basis

Output
SMILES string: CC(Cl)(Cl)OP=O
Lowest unoccupied orbital energy, eV: 0.11
Total charge: 0

Geometry (Å):
C: 0.33647 0.97482 -1.06467
C: -0.11909 0.52098 0.33371
O: -0.44265 -3.42797 0.83093
O: -0.13335 -1.15303 0.18155
P: -0.14766 -2.11413 1.43889
Cl: -1.68977 1.03309 0.67412
Cl: 0.96949 0.94743 1.58650
H: 1.33635 0.82670 -1.10683
H: -0.03562 2.08244 -1.08811
H: -0.07416 0.30967 -1.78609

Atomic partial charges in e from the natural (NBO) method, atoms 1 to 5: number 1, C, carries -0.636; number 2, C, carries 0.150; number 3, O, carries -1.005; number 4, O, carries -0.876; number 5, P, carries 1.516

--- B ---
Molecular formula: C2H3Cl2O2P
Method: DFT, the ωB97M-V functional and the def2-TZVPD basis

Output
Lowest unoccupied orbital energy, eV: 0.49
Total charge: 0

Geometry (Å):
C: -2.72752 0.68111 0.52193
C: -0.07581 1.59986 -0.09864
O: -1.78869 -0.16186 1.02851
O: -2.81582 0.98944 -0.60968
P: -0.31794 -0.10046 0.31978
Cl: -3.88048 1.06499 1.62939
Cl: -0.21304 2.48311 1.39987
H: 0.85352 1.58741 -0.72850
H: 0.15405 -1.10032 1.11974
H: -0.39878 -0.61321 -0.95562

Atomic partial charges in e from the natural (NBO) method, atoms 1 to 5: number 1, C, carries 0.684; number 2, C, carries -0.816; number 3, O, carries -0.772; number 4, O, carries -0.506; number 5, P, carries 1.263

Stability comparison, relative energies in eV: A 0.000; B 2.278

--- A ---
Molecular formula: C8H10N2O
Method: DFT, the ωB97M-V functional and the def2-TZVPD basis

Output
Lowest unoccupied orbital energy (alpha / beta), eV: 0.26 / 0.27
Total charge: 0

Geometry (Å):
C: -3.13516 -0.85429 -0.29036
C: -3.32903 0.51965 -0.24888
C: -1.84466 -1.32125 0.04809
C: -2.23021 1.40904 0.02904
C: -0.89060 -0.47764 0.39106
C: -0.96898 0.90757 0.28928
C: 3.18110 -0.41019 0.85203
C: 1.91117 0.22290 -1.07608
N: 0.90139 0.31952 1.14987
N: 1.95062 0.13422 0.37721
O: 0.11564 1.57193 0.66478
H: -3.91638 -1.54019 -0.30948
H: -4.34302 0.88354 -0.37882
H: -1.63989 -2.49739 0.10811
H: -2.32492 2.44314 0.04234
H: 3.08106 -0.97180 1.74586
H: 3.48901 -1.13644 0.08492
H: 4.14177 0.19766 0.82748
H: 2.23840 -0.71419 -1.54578
H: 0.90559 0.40970 -1.44226
H: 2.70711 0.90452 -1.31841

Atomic partial charges in e from the natural (NBO) method, atoms 1 to 5: number 1, C, carries -0.252; number 2, C, carries -0.188; number 3, C, carries -0.284; number 4, C, carries -0.275; number 5, C, carries 0.037

--- B ---
Molecular formula: C8H10N2O
Method: DFT, the ωB97M-V functional and the def2-TZVPD basis

Output
SMILES string: CC1=N/C=C\C=C/O/C(C)=N\1
Lowest unoccupied orbital energy, eV: 0.95
Total charge: 0

Geometry (Å):
C: 0.31224 2.25358 0.71069
C: 1.18928 2.00654 -0.44100
C: -0.69267 1.52195 1.17335
C: 0.84307 -1.12952 0.12464
C: 1.64255 0.92524 -1.03962
C: -1.44787 -0.21364 -0.32366
C: 1.32020 -2.19488 1.03743
C: -2.51723 -0.77519 -1.21005
N: -1.50743 0.89147 0.34995
N: -0.39702 -1.10344 -0.09930
O: 1.80605 -0.36073 -0.37661
H: 0.69536 2.91973 1.44562
H: 1.34577 2.82228 -1.14549
H: -1.23048 1.85782 2.06151
H: 2.38012 0.98566 -1.86561
H: 0.86408 -3.16383 1.12740
H: 1.40368 -1.95900 2.12217
H: 2.36110 -2.51792 0.73818
H: -2.97594 0.00259 -1.80478
H: -3.26901 -1.22141 -0.70503
H: -2.12584 -1.54729 -1.87980

Atomic partial charges in e from the natural (NBO) method, atoms 1 to 5: number 1, C, carries -0.319; number 2, C, carries -0.239; number 3, C, carries 0.026; number 4, C, carries 0.626; number 5, C, carries 0.096

Stability comparison, relative energies in eV: A 3.362; B 0.000

--- A ---
Molecular formula: C18H26N2O5
Method: DFT, the ωB97M-V functional and the def2-TZVPD basis

Output
SMILES string: CCOC(=O)N1CCN(C(=O)c2ccc(OCC)c(OCC)c2)CC1
Lowest unoccupied orbital energy, eV: 0.72
Total charge: 0

Geometry (Å):
C: -8.03896 -0.22722 -0.00215
C: -6.90385 0.56859 -0.61840
H: -7.02078 0.65520 -1.70433
H: -6.85400 1.58110 -0.20209
O: -5.68022 -0.11004 -0.33643
C: -4.57000 0.48191 -0.82714
O: -4.57984 1.52576 -1.43794
N: -3.45210 -0.24492 -0.58766
C: -2.15694 0.30866 -0.91215
H: -2.31241 1.19607 -1.52677
C: -1.40113 0.66573 0.37644
N: -1.33807 -0.49086 1.23878
C: -0.22947 -1.24754 1.45907
O: -0.29325 -2.34689 1.97698
C: 1.07737 -0.62917 1.08333
C: 1.91171 -1.28620 0.19341
C: 3.16544 -0.78857 -0.14756
C: 3.60387 0.41514 0.44261
C: 2.77232 1.04428 1.36233
C: 1.52484 0.53957 1.68197
H: 0.91018 1.05286 2.40583
H: 3.09307 1.95231 1.84685
O: 4.83841 0.88860 0.08106
C: 5.29632 2.13413 0.56526
C: 4.64769 3.32050 -0.14249
H: 4.82221 3.25022 -1.21323
H: 5.08123 4.24628 0.22556
H: 3.57432 3.33965 0.02870
H: 6.36925 2.12023 0.35165
H: 5.16608 2.20370 1.65196
O: 3.82879 -1.53801 -1.06574
C: 5.22579 -1.40750 -1.27304
C: 5.66628 -2.60423 -2.10313
H: 5.45052 -3.52673 -1.57105
H: 6.73318 -2.54497 -2.29835
H: 5.12998 -2.61722 -3.04797
H: 5.75164 -1.39670 -0.31217
H: 5.44707 -0.47497 -1.80411
H: 1.60015 -2.21247 -0.26271
C: -2.64054 -1.03435 1.56491
H: -2.48621 -1.91979 2.18344
C: -3.39447 -1.39934 0.28134
H: -4.40486 -1.73313 0.50829
H: -2.85504 -2.19874 -0.23856
H: -3.20631 -0.28290 2.12598
H: -0.39576 1.00691 0.13300
H: -1.93804 1.46671 0.89787
H: -1.58529 -0.43609 -1.47639
H: -8.06491 -1.22883 -0.42279
H: -7.90190 -0.30557 1.07308
H: -8.98338 0.26881 -0.20534

Atomic partial charges in e from the natural (NBO) method, atoms 1 to 5: number 1, C, carries -0.623; number 2, C, carries -0.061; number 3, H, carries 0.187; number 4, H, carries 0.187; number 5, O, carries -0.533

--- B ---
Molecular formula: C18H26N2O5
Method: DFT, the ωB97M-V functional and the def2-TZVPD basis

Output
SMILES string: CCOC(=O)CCCNC(=O)CCNC(=O)c1ccc(OCC)cc1
Lowest unoccupied orbital energy, eV: 0.78
Total charge: 0

Geometry (Å):
C: 2.51760 3.84142 2.74874
C: 2.80462 3.42645 4.18386
H: 3.77526 3.80268 4.51354
H: 2.01699 3.78982 4.85206
O: 2.89623 2.00474 4.30860
C: 1.77507 1.32639 4.54954
O: 0.69239 1.83851 4.68838
C: 2.07073 -0.15426 4.64703
H: 2.92890 -0.26892 5.31091
H: 2.38005 -0.49195 3.65493
C: 0.87819 -0.97380 5.14112
H: 1.23583 -1.87670 5.63671
H: 0.31593 -0.38351 5.86796
C: -0.05307 -1.39103 3.99988
N: -0.58567 -0.25400 3.28773
C: -0.14952 0.10008 2.06257
O: 0.60437 -0.59538 1.40347
C: -0.73944 1.41090 1.56586
H: -1.80502 1.25498 1.37958
C: -0.06823 1.88985 0.27276
N: -0.20579 0.91800 -0.78086
C: -1.14103 1.02365 -1.75135
O: -1.80323 2.03413 -1.91977
C: -1.26626 -0.16794 -2.63772
C: -0.99009 -1.46894 -2.21931
C: -1.15203 -2.52659 -3.08631
C: -1.58893 -2.32089 -4.39807
C: -1.87938 -1.02469 -4.81454
C: -1.72617 0.02924 -3.93430
H: -1.96125 1.03588 -4.24622
H: -2.23212 -0.82167 -5.81349
O: -1.71544 -3.44642 -5.14960
C: -2.07410 -3.35052 -6.51338
C: -0.91026 -2.91005 -7.39681
H: -0.57040 -1.91404 -7.12381
H: -1.22164 -2.90479 -8.43780
H: -0.07832 -3.60000 -7.27964
H: -2.38063 -4.36520 -6.78355
H: -2.93665 -2.68531 -6.64212
H: -0.94950 -3.53850 -2.77184
H: -0.67115 -1.67142 -1.20707
H: 0.25839 0.03929 -0.60219
H: -0.53851 2.81421 -0.07152
H: 0.99765 2.06313 0.45027
H: -0.63786 2.16594 2.34757
H: -1.06641 0.43667 3.84438
H: 0.49124 -1.99213 3.26711
H: -0.88292 -1.98279 4.39971
H: 2.54013 4.92457 2.67195
H: 3.26588 3.42213 2.08070
H: 1.53556 3.48876 2.44435

Atomic partial charges in e from the natural (NBO) method, atoms 1 to 5: number 1, C, carries -0.631; number 2, C, carries -0.078; number 3, H, carries 0.191; number 4, H, carries 0.200; number 5, O, carries -0.504

Stability comparison, relative energies in eV: A 1.319; B 0.000